(1)
C18H22AsBrNO2PtS2 | the ωB97M-V functional and the def2-TZVPD basis

The molecular weight is 698.4 g mol⁻¹. For the relative energy (zero: lowest compared OMol25 entry of this formula, charge and spin), the calculation gives 25.0 kcal per mole. The net charge is -1. For the LUMO energy (alpha / beta), the calculation gives 2.485 / 2.477 eV. As for the multiplicity: 1.

CARTESIAN COORDINATES (ANGSTROEM)
1 O -4.103 2.667 -0.101
2 H -1.364 5.636 2.586
3 H -1.976 -3.182 2.153
4 C 0.383 3.693 0.468
5 S -0.820 -0.736 -2.975
6 H 2.253 -3.662 -5.299
7 C 1.934 -0.520 -3.071
8 C 3.187 -0.976 -3.485
9 C -1.692 -0.262 2.381
10 H 1.849 -2.656 0.490
11 C 3.309 -2.103 -4.266
12 H -1.397 1.867 2.421
13 C -2.152 4.166 1.210
14 C -1.166 -2.398 0.298
15 C 0.164 4.631 1.458
16 H -1.676 -4.400 0.919
17 C 0.921 -2.348 -4.279
18 H -3.197 4.314 1.432
19 C 2.207 -1.739 0.957
20 Pt -0.327 0.875 -1.213
21 Br 2.185 3.447 -0.109
22 C 2.167 -2.785 -4.672
23 As -0.475 -0.633 0.866
24 C -1.149 4.896 1.828
25 O -2.576 1.127 -0.618
26 C -1.827 3.196 0.272
27 H -2.143 -2.192 -0.151
28 H -0.322 0.982 3.511
29 S 1.886 0.914 -2.095
30 H 4.057 -0.418 -3.174
31 H -2.695 -0.180 1.957
32 H 0.028 -2.868 -4.599
33 H -2.027 1.213 3.932
34 C 0.776 -1.223 -3.460
35 H 2.426 -1.021 0.165
36 H 3.132 -1.959 1.491
37 C -1.336 1.026 3.110
38 H 1.548 -0.257 2.366
39 H -0.518 -2.744 -0.514
40 C -1.290 -3.482 1.362
41 H -1.675 -1.107 3.077
42 N -0.559 2.969 -0.122
43 H 4.290 -2.452 -4.559
44 C 1.153 -1.161 1.891
45 H -0.323 -3.710 1.809
46 H 0.887 -1.864 2.685
47 C -2.952 2.258 -0.224
48 H 0.997 5.160 1.894

(2)
C5H12N2 | the ωB97M-V functional and the def2-TZVPD basis

The SMILES is C=C(N)C[C@@H](C)N. The molecular weight is 100.2 g mol⁻¹. For the relative energy (zero: lowest compared OMol25 entry of this formula, charge and spin), the calculation gives 44.5 kcal per mole. For the LUMO energy, the calculation gives 1.045 eV. As for the multiplicity: 1.

CARTESIAN COORDINATES (ANGSTROEM)
1 C 0.477 -1.183 -1.799
2 H -1.247 1.217 0.019
3 H 0.091 1.175 -3.004
4 H 1.203 0.556 -0.539
5 H -0.687 1.668 2.081
6 H -1.523 -0.544 -0.179
7 C -0.274 -0.176 1.345
8 H -0.626 0.579 3.355
9 C 0.375 -1.304 1.586
10 N 0.275 1.367 -2.025
11 H 0.967 -1.558 2.461
12 C -0.758 0.257 -0.028
13 N -0.402 0.760 2.390
14 H 0.791 -2.026 0.883
15 H 0.141 -1.252 -2.822
16 H -0.485 1.969 -1.730
17 C 0.338 0.184 -1.109
18 H 1.529 -1.461 -1.862
19 H -0.055 -1.847 -1.133

(3)
C35H41B2BrF4N9OPb | the ωB97M-V functional and the def2-TZVPD basis

The molecular weight is 988.5 g mol⁻¹. For the relative energy (zero: lowest compared OMol25 entry of this formula, charge and spin), the calculation gives 103.8 kcal per mole. The net charge is -1. For the LUMO energy, the calculation gives 2.129 eV. As for the multiplicity: 1.

CARTESIAN COORDINATES (ANGSTROEM)
1 H 2.113 2.406 0.733
2 C -4.618 5.767 -1.949
3 N -0.252 -2.010 2.489
4 N -6.254 1.725 -3.670
5 C -3.087 -0.260 -1.614
6 H 1.265 4.394 1.990
7 H 1.565 -4.784 -2.030
8 C 2.983 0.723 1.726
9 N 1.158 -2.866 0.563
10 N -6.470 2.934 -3.453
11 N -0.968 -1.033 1.878
12 H -0.009 2.617 4.415
13 C -5.358 -0.136 -2.489
14 O -2.191 -0.795 -0.872
15 C 3.095 2.051 1.050
16 C -5.290 4.962 -2.856
17 C 3.308 -1.134 2.886
18 H -4.611 -1.701 -1.206
19 C -2.794 0.922 -2.412
20 C -5.123 1.065 -3.118
21 B 1.179 -2.392 2.039
22 F 1.929 3.419 -2.131
23 C 3.821 -2.237 3.752
24 C -5.698 3.685 -2.500
25 Pb -0.153 0.261 -0.204
26 N 2.147 -1.207 2.202
27 C -4.397 5.294 -0.669
28 H -0.113 2.674 -3.085
29 C 0.853 -2.719 -1.577
30 C 1.356 -4.002 -1.319
31 F 3.829 2.120 -2.226
32 C -3.370 2.645 -3.984
33 C -1.149 2.367 -3.138
34 H -6.365 -0.539 -2.537
35 B 2.483 2.201 -2.584
36 N 1.947 -0.068 1.501
37 C -2.175 -1.026 2.425
38 F 2.314 2.078 -3.963
39 H -2.829 0.747 1.428
40 C -1.009 2.662 1.164
41 H 3.099 -2.515 4.522
42 C -2.247 -2.007 3.427
43 C 3.875 0.095 2.614
44 H 4.740 -1.916 4.242
45 H 0.337 4.941 3.388
46 H -4.271 6.750 -2.235
47 C 1.536 -4.054 0.051
48 H -3.934 -0.620 1.280
49 H 3.536 2.794 1.717
50 H 0.366 -3.450 4.859
51 H -4.683 3.693 0.733
52 H 1.129 2.023 3.198
53 C -2.064 3.039 -3.973
54 C 0.465 -2.074 -2.868
55 H -0.256 5.258 1.742
56 N 0.741 -2.055 -0.437
57 H 2.967 -4.899 1.414
58 C -4.845 4.041 -0.278
59 C -4.383 -0.783 -1.733
60 H -2.678 3.691 1.812
61 Br -3.477 6.386 0.583
62 H -0.592 -1.799 -2.851
63 H -0.450 1.261 3.339
64 H -0.256 -4.608 3.691
65 H -3.087 -2.247 4.058
66 C -5.495 3.234 -1.197
67 H -4.085 3.136 -4.631
68 C -3.254 -0.105 1.960
69 C -1.006 -2.611 3.431
70 H -1.717 3.851 -4.597
71 H -2.483 2.529 3.156
72 C 2.055 -5.179 0.884
73 H -2.043 4.264 3.332
74 H -3.832 0.263 2.811
75 H -1.304 -4.019 4.987
76 N -1.509 1.346 -2.401
77 H 4.040 -3.134 3.171
78 H 2.281 -6.029 0.241
79 H 1.562 -3.299 2.721
80 H -5.824 2.247 -0.905
81 H 3.705 1.989 0.148
82 C 0.075 2.215 3.402
83 H -5.490 5.315 -3.860
84 C -0.475 3.196 2.379
85 H 1.326 -5.497 1.631
86 H -1.075 3.472 0.417
87 C -0.519 -3.734 4.288
88 H 4.809 0.476 2.995
89 C -2.062 3.400 2.668
90 H 0.630 -2.754 -3.703
91 C 0.255 4.533 2.378
92 C -3.791 1.571 -3.167
93 H 1.047 -1.167 -3.041
94 F 1.763 1.142 -1.936

(4)
C5H10O | the ωB97M-V functional and the def2-TZVPD basis

The molecular weight is 86.1 g mol⁻¹. For the relative energy (zero: lowest compared OMol25 entry of this formula, charge and spin), the calculation gives 65.1 kcal per mole. For the LUMO energy, the calculation gives 0.839 eV. As for the multiplicity: 1.

CARTESIAN COORDINATES (ANGSTROEM)
1 H -1.301 -0.273 -1.673
2 C 0.303 0.385 1.605
3 H -2.044 1.288 -1.361
4 H -0.674 -0.503 2.860
5 H 1.758 -1.828 0.348
6 H 1.452 -1.261 -1.302
7 H 0.111 -1.808 -0.285
8 C 0.896 0.152 0.240
9 H 1.872 0.650 0.264
10 H -1.926 0.097 -0.072
11 C -1.399 0.520 -0.928
12 C 1.059 -1.266 -0.281
13 H -0.219 1.841 0.327
14 C -0.068 1.097 -0.486
15 H 0.433 1.640 -1.276
16 O -0.254 -0.729 2.020

(5)
C4H10N2O3 | the ωB97M-V functional and the def2-TZVPD basis

The SMILES is C[C@@H](O)C(N)(N)C(=O)O. The molecular weight is 134.1 g mol⁻¹. For the relative energy (zero: lowest compared OMol25 entry of this formula, charge and spin), the calculation gives 6.0 kcal per mole. For the LUMO energy, the calculation gives 0.695 eV. As for the multiplicity: 1.

CARTESIAN COORDINATES (ANGSTROEM)
1 O -0.871 -0.084 -2.630
2 N 1.261 1.208 -0.435
3 C 0.155 -0.390 -1.864
4 H 0.976 -1.468 0.390
5 H -0.491 0.522 2.200
6 H -1.407 0.575 -2.107
7 C 0.243 -0.262 2.023
8 C 0.121 0.321 -0.479
9 N -1.116 1.095 -0.427
10 H -1.107 -2.052 -0.276
11 H -0.923 2.057 -0.177
12 O -1.091 -1.527 0.531
13 O 1.032 -1.155 -2.163
14 C 0.123 -0.808 0.603
15 H 1.241 0.123 2.212
16 H 0.046 -1.073 2.718
17 H 2.065 0.779 -0.876
18 H -1.761 0.683 0.241
19 H 1.504 1.459 0.517

(6)
C5H9N3O | the ωB97M-V functional and the def2-TZVPD basis

The SMILES is CN(C)C(=O)C#N.C=N. The molecular weight is 127.1 g mol⁻¹. For the relative energy (zero: lowest compared OMol25 entry of this formula, charge and spin), the calculation gives 121.7 kcal per mole. For the LUMO energy, the calculation gives -1.117 eV. As for the multiplicity: 1.

CARTESIAN COORDINATES (ANGSTROEM)
1 H -2.575 0.498 1.220
2 N 2.085 -0.491 -0.641
3 H -0.744 -0.688 -1.790
4 H 1.585 -1.455 1.143
5 O 0.702 2.057 0.518
6 H 1.896 -1.344 -1.163
7 H -1.241 -0.502 1.892
8 N 1.080 1.227 -2.679
9 C 0.975 0.875 -1.576
10 H 2.185 0.178 1.365
11 C 0.394 1.010 -0.021
12 H -1.026 -1.649 -0.332
13 C -1.487 0.418 1.338
14 H -1.143 1.282 1.910
15 H -2.306 -0.647 -1.022
16 N -0.883 0.429 0.012
17 C -1.239 -0.698 -0.822
18 C 1.742 -0.499 0.647

(7)
C9H12NO3 | the ωB97M-V functional and the def2-TZVPD basis

The molecular weight is 182.2 g mol⁻¹. For the relative energy (zero: lowest compared OMol25 entry of this formula, charge and spin), the calculation gives 14.4 kcal per mole. For the LUMO energy (alpha / beta), the calculation gives -1.167 / -4.980 eV. As for the multiplicity: 2.

CARTESIAN COORDINATES (ANGSTROEM)
1 C -1.700 0.953 0.753
2 C -0.734 1.388 1.699
3 H 3.115 0.568 0.221
4 H -2.267 2.467 2.775
5 H -1.823 -0.949 -2.053
6 C -1.319 0.133 -0.317
7 H -2.760 1.252 0.844
8 C 2.417 -0.290 0.265
9 H 0.339 -0.904 -1.286
10 N 1.913 -2.943 -3.211
11 H 1.294 1.345 2.290
12 C -1.180 2.283 2.859
13 C 0.598 0.978 1.531
14 C 1.002 0.157 0.465
15 O 0.725 -2.474 -3.223
16 H -3.179 -0.914 -0.869
17 H -0.988 1.847 3.861
18 C 0.026 -0.265 -0.462
19 C -2.357 -0.328 -1.324
20 H 2.810 -0.812 1.158
21 H -2.863 0.507 -1.846
22 O 2.803 -2.420 -2.436
23 H 2.585 -0.933 -0.625
24 H -0.673 3.270 2.885
25 O 2.214 -3.917 -3.954

(8)
C22H21BClF6InN7O8S4 | the ωB97M-V functional and the def2-TZVPD basis

The molecular weight is 914.8 g mol⁻¹. For the relative energy (zero: lowest compared OMol25 entry of this formula, charge and spin), the calculation gives 0.0 kcal per mole. The net charge is -1. For the LUMO energy, the calculation gives 2.219 eV. As for the multiplicity: 1.

CARTESIAN COORDINATES (ANGSTROEM)
1 C -1.540 1.595 -2.586
2 O 4.078 -0.590 2.063
3 S -2.228 -2.685 -2.317
4 H -2.379 -2.050 5.005
5 H 1.404 -3.082 -4.845
6 F -4.660 -3.828 -2.651
7 H 1.046 -1.630 2.177
8 H 2.365 -1.859 3.427
9 H 0.770 2.766 5.987
10 F -3.328 -0.136 1.835
11 C -1.118 0.889 -4.682
12 N -0.336 0.958 -2.582
13 C 4.311 1.565 -3.503
14 C 1.692 -3.601 -2.662
15 O -0.864 -1.232 0.583
16 F -4.648 -1.336 0.618
17 C -3.965 -2.722 -2.966
18 C 0.659 5.218 2.151
19 H 1.224 -0.475 -5.417
20 N -0.081 0.527 -3.888
21 O -0.089 3.938 2.186
22 F -3.902 -2.658 -4.326
23 S 1.395 3.218 -0.004
24 N 2.526 0.775 -2.335
25 B 1.165 -0.294 -4.228
26 H 0.543 5.648 3.147
27 H -1.185 0.722 -5.753
28 O -1.581 -3.848 -2.817
29 H 5.229 2.082 -3.742
30 H 1.913 -4.669 -2.613
31 H -1.904 2.063 -1.656
32 C 0.972 2.151 5.110
33 H -1.241 1.614 6.827
34 C -0.608 -1.174 4.192
35 O 1.380 -0.011 3.513
36 H -0.433 -2.022 3.523
37 In 0.755 0.287 -0.817
38 C -2.097 1.525 -3.880
39 C 3.405 0.988 -4.412
40 C -1.867 -0.236 6.030
41 N 1.102 -1.538 -3.391
42 S -2.058 -2.070 0.598
43 C 1.524 -2.751 -1.552
44 C 0.077 0.943 5.178
45 H 3.510 0.908 -5.475
46 H 1.734 5.087 1.903
47 Cl -3.086 -0.436 7.210
48 O -2.249 -2.926 1.745
49 H 1.675 -2.910 -0.488
50 S -0.910 1.803 0.984
51 C -1.004 0.846 6.073
52 C -1.690 -1.220 5.071
53 H -3.029 1.958 -4.181
54 O -1.744 -1.386 -2.689
55 H 2.035 1.917 5.110
56 C 0.287 -0.122 4.265
57 N 2.320 0.567 -3.722
58 F -3.286 0.034 -0.350
59 H 0.733 2.753 4.226
60 N -2.372 -2.938 -0.692
61 H 0.182 5.832 1.376
62 C 1.846 -1.153 2.754
63 C -3.426 -0.799 0.678
64 C 3.746 1.388 -2.228
65 F -4.681 -1.670 -2.523
66 C 0.138 3.112 1.122
67 C 1.406 -2.804 -3.792
68 H 4.055 1.679 -1.240
69 O 2.382 -0.336 0.564
70 N 1.135 -1.517 -1.977
71 C 2.874 -0.644 1.752

| no. | DFT total energy (Ha) |
| --- | --- |
| 1 | -6629.9290 |
| 2 | -307.1584 |
| 3 | -5142.7450 |
| 4 | -271.6488 |
| 5 | -493.6755 |
| 6 | -435.2637 |
| 7 | -630.4006 |
| 8 | -4703.4816 |